(1)
Below is C40H33FN6O2ScSe as an isolated structure, with properties calculated with ωB97M-V/def2-TZVPD.

Its net charge is +1. The value obtained for the energy relative to the best compared isomer or geometry (same formula, charge and spin) is 0.873 eV. The calculation puts the HOMO energy at -0.3704 hartree. For the orbital gap, the calculation gives 6.26 eV.

Element x y z (Å)
H 2.25750 0.71676 -4.35622
H 1.49500 2.02316 1.84725
H 4.74562 0.35021 -0.16996
H -2.13648 -3.17549 -5.79707
C 1.42133 -4.18763 -1.58134
O -0.12928 -2.58328 3.08841
C -0.05912 -3.82567 -1.73612
H 0.45145 1.50556 -2.56848
C -3.77370 1.98481 -2.53457
C -2.83870 2.72160 -1.80254
C 4.31767 -1.49899 -2.97405
H -6.21322 0.36965 3.85549
H 4.87656 -1.99147 -3.75947
C -3.43517 2.12420 1.82741
Se -3.44664 6.58052 -1.92534
C 0.05839 -1.55251 -3.01813
O 0.32580 -1.02291 1.55619
C -0.87961 2.76996 -0.27090
C 2.93909 -1.58376 -2.98490
H 1.42572 4.46733 2.25246
C -4.62353 2.75900 2.05585
H -4.76090 3.77660 1.71077
C 0.76798 4.02309 1.51984
C -0.30125 -0.80557 -4.16972
H 1.52024 -4.99800 -0.85695
N 0.01918 2.04137 0.42013
H -4.38421 0.00142 -3.08757
H -1.47681 -4.48323 -3.81705
C -1.15042 -3.45443 -3.91120
C 4.26781 -0.18263 -0.98152
C -4.21706 0.20064 3.07292
C -0.61814 -3.32250 -0.40766
F 2.13846 0.33349 -0.00435
H 0.17723 2.67137 -3.86544
C 0.80502 2.65192 1.29820
H -0.61135 -4.11459 0.34148
C -2.88197 4.16598 -1.72522
H -1.37515 -0.85527 -6.01743
C -0.13134 1.70205 -3.46788
C 2.15332 -0.94666 -2.00393
C -3.68376 0.61161 -2.53608
C 1.49673 0.75313 -5.12865
N 0.77403 -0.93969 -1.93482
C -0.36981 -2.89595 -2.90330
H -0.18586 5.86064 0.91817
H 1.83961 -4.52500 -2.52997
H 6.07656 -0.74550 -1.98342
H -2.40747 -2.52508 3.96924
C 2.90327 -0.28506 -1.03026
C -1.84537 2.03820 -1.09440
H -1.18883 1.76646 -3.21073
C -2.70648 -1.60147 3.49556
H -6.59846 2.62357 2.91930
C 4.99767 -0.79738 -1.98589
C 0.08653 0.63424 -4.53754
C -3.93395 -1.04300 3.67604
C -1.79304 -0.96338 2.63747
C -1.96189 4.88044 -0.88345
H -1.64885 -2.96520 -0.50986
C -0.11304 4.78887 0.78975
C -5.65755 2.11424 2.76056
H -4.68713 -1.50986 4.29871
C -5.44865 0.86632 3.27099
H -2.63142 2.64697 1.34667
C -2.66667 0.00721 -1.80853
H 0.02083 -2.52743 -0.02704
Sc 0.05169 -0.16382 -0.08360
H -2.56622 -1.07264 -1.80443
N -1.77102 0.68998 -1.10436
H -4.54657 2.51394 -3.07582
H 2.01082 -3.34896 -1.22047
C -1.09248 -1.42394 -5.13937
N -2.11168 6.18153 -0.85513
H 1.68999 -0.04866 -5.84257
C -1.51913 -2.73133 -5.02735
H 2.43287 -2.14678 -3.75654
C -0.43190 -1.60984 2.45051
H -0.57802 -4.75911 -1.96233
C -3.20304 0.80762 2.28315
C -0.95982 4.16063 -0.12707
H -0.59422 0.89838 -5.34969
N -2.01884 0.17312 2.00755
H 1.59274 1.70521 -5.65427
N -3.75173 4.90731 -2.36672



(2)
Below is C40H33GeIrN2O3 as an isolated structure, with properties calculated with ωB97M-V/def2-TZVPD.

Its net charge is 0. Its spin multiplicity is 5. The value obtained for the energy relative to the best compared isomer or geometry (same formula, charge and spin) is 0.286 eV. The calculation puts the HOMO energy (spin up / spin down) at -0.2358 / -0.3042 hartree. For the orbital gap (spin up / spin down), the calculation gives 6.51 / 6.69 eV.

Element x y z (Å)
O -0.29150 -3.21330 -0.97797
H -1.73387 4.15984 -0.69754
C 4.70478 1.31656 4.43262
H -3.00905 0.40122 5.92801
N 0.71132 -1.33442 -1.94118
H -1.80167 -4.74013 -5.31859
H -2.20084 0.06203 -2.53487
H 0.47213 2.29130 3.31539
C -1.25351 3.74257 0.17888
H 1.52317 1.08597 -1.84694
C 0.84181 -3.55424 -3.80894
H -1.58665 -4.54524 -2.71254
C -0.01200 2.68453 2.42575
C -1.81904 -1.86438 -1.67307
H -5.13395 -1.15723 2.53128
O -5.68579 -0.03349 4.66167
C -1.78380 -3.67744 -3.36587
C -1.50461 -2.65128 -0.36590
C 1.79703 -0.33028 0.92539
C 4.56867 3.63659 3.80466
C -0.45888 -2.90321 -3.47091
C 1.88138 -1.72549 -2.60618
C -4.56141 -3.25502 -3.97643
C -3.96742 -2.54121 -2.89970
H -2.80449 4.37470 1.52115
H -4.56699 -1.82938 -2.34086
C 2.49643 1.56625 -1.86257
C -4.49542 0.00802 4.78833
C -0.37973 -2.24237 -2.12329
C -4.05913 -1.05378 2.60605
H -3.18017 -0.28201 -1.10632
C -1.22616 3.34869 2.54955
H 4.83299 4.67207 3.97841
C 3.74655 3.30070 2.73695
C -2.15142 -0.29715 3.82369
H -4.18463 -4.43914 -5.74549
O -3.96951 0.48110 5.94819
H -3.67693 -1.97302 0.71945
C -1.84516 -1.36866 1.69374
C 0.59953 2.54714 1.17819
H -1.68805 3.46332 3.52260
C -1.31742 -0.74218 2.82124
C -3.53376 -0.44619 3.73732
C -1.85253 3.86784 1.42451
H 4.87346 2.51297 -4.08195
H 5.07518 0.54370 5.09423
H -5.61735 -3.14793 -4.18159
H -1.68277 0.18916 4.67298
H 0.43258 3.01616 -0.92002
C 3.12761 1.93535 -0.66878
H -0.24452 -0.62250 2.89660
C 3.11970 1.77761 -3.08533
H 4.91669 2.77662 0.18576
C 3.88532 0.97940 3.36179
Ge 2.26375 1.57444 1.02092
C -2.65350 -2.69002 -2.62311
C -2.18860 -0.40356 -1.54789
C 3.40143 1.96702 2.50405
C 5.04663 2.64366 4.65162
C -3.74019 -4.01192 -4.85516
C -2.41513 -4.18164 -4.62093
N -0.99564 -1.87361 0.71988
C 4.38491 2.35209 -3.12917
H 6.01538 3.14866 -1.98485
H 0.88791 -4.45693 -4.40535
C -0.03109 3.09186 0.05658
H -1.47427 0.13194 -0.92269
H 3.62542 -0.06070 3.19686
H -2.21367 -3.42454 -0.07116
H -0.62553 -2.06996 -4.17345
H 5.68490 2.90628 5.48573
C -3.23460 -1.51173 1.59318
C 5.02572 2.71022 -1.95195
H 2.62169 1.48572 -4.00170
H 3.36960 4.08625 2.08978
H 2.74875 -1.10048 -2.44485
H 2.94953 -3.20463 -3.71877
Ir 0.85675 -1.49871 0.12104
C 4.40158 2.50024 -0.72720
C 1.96209 -2.88066 -3.41295



(3)
Below is C40H33GeN8O5SZr as an isolated structure, with properties calculated with ωB97M-V/def2-TZVPD.

Its net charge is +2. Its spin multiplicity is 2. The value obtained for the energy relative to the best compared isomer or geometry (same formula, charge and spin) is 0.000 eV. The calculation puts the HOMO energy (spin up / spin down) at -0.4608 / -0.4692 hartree. For the orbital gap (spin up / spin down), the calculation gives 6.60 / 5.63 eV.

Element x y z (Å)
C -3.17812 -3.47000 -3.86195
H 0.22741 6.30293 3.31819
C 5.15557 -1.40195 1.47186
C 0.95553 -2.16308 4.61789
C 1.99095 -1.19594 -2.33350
C 2.37066 2.51694 -1.70767
C 1.90446 2.84115 -4.05778
C -1.70581 2.40118 1.04962
C 3.38724 0.12116 2.03712
Zr -0.37021 -0.15643 -0.23504
H -3.28902 5.22846 0.12654
C 1.26835 -3.65490 2.74409
H -2.58204 -3.59292 -4.75547
O -2.33637 -1.15415 0.27807
N -1.37119 1.89794 -0.16611
H 2.17306 -5.13042 5.65251
H -2.66626 4.30183 -2.10769
C 1.09779 4.48097 0.60326
C -5.03379 -4.12237 -2.44312
C -1.76677 -1.47218 -3.04003
C -1.28707 1.59539 2.19133
C 1.73303 -4.62405 3.63158
C 2.84562 -1.85269 -4.35641
H -4.51686 -5.08638 -4.28254
H 0.43728 6.50294 0.86319
C 1.29268 3.16989 2.61053
N 3.97575 -2.13831 -4.99477
H 5.75533 -1.43373 -0.58708
N 1.17272 -0.76591 -1.61362
H -1.55265 1.85583 3.21012
C 0.55080 5.45390 2.73031
H -2.64665 3.95212 2.17563
H 5.87547 -2.15176 1.77234
H 0.78096 4.16746 4.43403
C -2.88115 -2.46822 -2.95514
H 1.45337 -4.83992 1.27500
C 0.87387 -2.40066 3.23553
C 2.98602 3.70308 -4.16300
O -4.06738 0.13057 -0.89537
H 2.72785 0.53775 2.78845
H 4.60798 4.64677 -3.12460
S -3.08142 -0.89270 -0.99564
H 1.19231 4.58611 -0.47228
C -1.72415 2.58441 -1.26124
H -5.87505 -4.77686 -2.26202
C 1.80964 -4.36181 4.98359
H 4.00278 -2.35428 -5.97580
C -3.65745 -2.31612 -1.81729
O 1.17954 -3.92631 1.41808
C 0.66892 5.56633 1.35361
H 4.11542 0.26744 -1.28012
C 4.30564 -0.84313 2.41677
C -2.39680 3.59043 1.18840
Ge 2.03711 1.83156 0.08232
H 0.64194 -1.19703 4.98730
O -0.90657 -1.46427 -3.89234
H 1.65302 -2.02931 -5.99364
H 0.80764 -1.71702 -4.51864
H 1.29358 2.62929 -4.92630
H 4.36051 -1.15899 3.45036
C 3.45530 3.39139 -1.82652
C 5.08659 -1.00070 0.14492
C 3.76306 3.97562 -3.04785
C 1.60273 2.24949 -2.83826
N 1.69037 -1.82818 -5.00834
H 3.22157 4.16449 -5.11267
N -0.18271 -0.27175 2.91667
H 1.52085 2.24482 3.12362
H 1.47590 -2.91807 6.54659
H -1.46595 2.14300 -2.21400
C 0.38306 -1.32335 2.38042
C 1.41915 -3.12238 5.48727
H -5.35459 -2.95789 -0.64969
C 0.86161 4.25344 3.35824
H 4.83547 -2.13542 -4.47272
N 2.95464 -1.60609 -3.04200
C -4.26154 -4.29662 -3.58944
H 4.07095 3.62483 -0.96432
C 1.42546 3.27107 1.22167
C -2.40312 3.78750 -1.19500
H 2.03122 -5.59263 3.24699
N -0.59762 0.55513 1.91357
C -2.74836 4.29524 0.04646
C 4.16291 -0.04333 -0.24101
H 0.76366 1.56524 -2.79424
N -1.81979 -0.57507 -1.97967
C 3.31341 0.54020 0.70445
O 0.50367 -1.41098 1.07153
C -4.74912 -3.11122 -1.53184



(4)
Below is C40H33N6O2S2Sc as an isolated structure, with properties calculated with ωB97M-V/def2-TZVPD.

Its net charge is +2. The calculation puts the HOMO energy at -0.4552 hartree. For the orbital gap, the calculation gives 6.63 eV.

Element x y z (Å)
C 5.19361 1.12488 -0.60222
C -6.61539 2.51196 -1.78519
S -3.02785 0.47327 0.11170
H -0.12651 -0.57458 -1.69692
C 5.40139 -0.02989 -2.71980
H 1.42596 8.08279 -0.37237
H 7.20218 -1.01182 -3.36518
C 1.50326 7.00365 -0.36843
C -3.42539 -1.71900 1.62952
H -3.43568 3.19024 -0.83574
H -2.80135 -2.21089 0.89263
H 0.59180 -2.89635 -1.83940
C -3.92702 -2.42255 2.71642
H 5.64237 1.54256 0.28863
H 2.59516 -9.78653 -0.59130
H 3.34032 6.95477 -1.43167
H 1.86605 -7.52602 2.98682
H -0.22789 -0.69704 2.43616
C 4.01723 0.07178 -2.89289
C -1.34974 4.62401 1.48739
H 7.04013 0.43427 -1.41578
C 2.56230 6.37574 -0.95398
C 0.60333 -3.18992 0.31314
H -2.39082 6.40750 2.05518
C -4.44969 1.30878 -0.57869
C 0.48764 6.24724 0.26804
H -7.46682 2.98476 -2.25512
H -0.73113 7.90016 0.93737
C -5.60827 0.56983 -0.78718
C -0.62036 6.82319 0.91819
N -0.33605 4.02228 0.88260
H -2.07046 4.00170 2.00505
C 2.30765 -8.84868 -0.13578
H 0.48739 -3.06538 2.45321
C 5.97047 0.50256 -1.56518
O 3.68533 2.69671 1.32446
C -6.69307 1.18134 -1.39198
C 3.22643 0.68577 -1.94284
H -7.60217 0.61874 -1.55332
O 1.96444 0.91862 1.04783
C 0.36088 -2.53170 1.52223
Sc 0.07857 1.75574 0.58523
H -5.38817 4.26712 -1.89137
H 3.51578 4.48587 -1.41750
C 1.63771 -6.59940 -0.29123
C 1.99930 -7.77644 -0.94306
H -5.12022 -2.32556 4.49012
H -3.69470 -3.47215 2.83376
C 2.26128 -8.76273 1.27009
C -1.53504 6.00757 1.53127
H 1.19338 -5.08821 -1.71963
N 1.65984 2.81474 -0.23357
C -4.72979 -1.77654 3.64387
H 3.56398 -0.32457 -3.79294
C 1.90269 -7.59988 1.90893
N -0.20703 -0.50948 0.37198
N -2.05866 1.66416 0.65972
C 1.69642 4.21776 -0.34813
N 1.27544 -5.35434 -0.75500
N 1.19863 -5.22794 1.47327
C 1.02060 -4.58337 0.35071
C 3.82318 1.20635 -0.79995
C 2.66668 4.96623 -0.94849
H -5.68831 0.05897 4.21510
C -4.56158 0.27883 2.41009
C -4.35188 2.63261 -0.97839
C -5.04917 -0.42941 3.49247
H 5.74589 -1.51334 -4.23531
H 6.47575 0.05281 -4.56457
H 2.16009 0.78584 -2.10443
C 0.42763 -2.46102 -0.86377
C 0.03199 -1.14328 -0.78606
H 2.03807 -7.85166 -2.02135
H -2.62658 2.34510 1.15630
H -4.83007 1.31908 2.26634
C -0.02853 -1.21671 1.50421
C 1.58396 -6.49735 1.10842
H -5.67223 -0.46381 -0.47101
S 2.84982 1.97362 0.42825
C -3.74630 -0.37561 1.49247
C 0.59099 4.84298 0.27881
C -5.44979 3.23339 -1.57975
H 2.51610 -9.63707 1.85293
C 6.25464 -0.66764 -3.77446



(5)
Below is a 3-piece molecular cluster, C40H34FNO9 overall, with properties calculated with ωB97M-V/def2-TZVPD.

As for the SMILES: C=CC(=O)OCCCCCC[C@H]1OC(=O)O[C@]1(N)F.O=C1c2ccccc2C(=O)c2ccccc21.O=C1c2ccccc2C(=O)c2ccccc21. Its net charge is 0. The calculation puts the HOMO energy at -0.3446 hartree. For the orbital gap, the calculation gives 8.31 eV.

Element x y z (Å)
C 1.27387 -1.39412 -2.99988
C 2.35751 -3.04050 1.98048
H 3.15736 -2.97847 2.69262
C 0.79767 8.47084 5.49365
H -2.36540 2.81475 2.76552
H 2.81309 -6.87722 -9.05111
H 0.12981 8.83770 6.26148
C 0.26648 -3.99908 1.23059
C 2.02504 -1.91391 -4.04018
H 2.97389 -1.46997 -4.30630
H -2.96136 -3.83770 3.25382
H -0.37705 6.72229 5.09185
F -1.23019 0.05908 2.81209
H -3.65400 -2.89726 0.58786
H 0.91060 3.20765 1.85566
C 0.34051 -3.60179 -4.39961
H -4.64030 0.77843 2.23109
C 1.36843 6.81035 3.85641
H -3.02925 -2.09120 3.26123
C 3.99370 5.28292 0.80951
O 3.40933 -3.01377 -6.20870
C -1.97604 0.98189 2.16221
C 2.79599 8.72621 4.17977
H -2.72397 -0.78348 1.24395
C 2.21880 -6.45772 -8.25036
C -4.05756 -2.94889 1.59038
H -5.09152 -1.48073 2.83710
C -4.38445 0.49191 1.21998
H -4.91375 -1.08092 -0.16699
H -0.87862 -2.30272 2.68625
N -2.55622 1.87617 3.09357
H 2.44697 2.34617 0.13003
O -0.05263 0.56490 -0.43586
C -1.04145 0.93841 0.15371
C 1.06238 5.51540 3.18760
H -2.02285 1.79057 3.95218
C 1.56117 -3.01565 -4.74676
O 0.44619 -3.94138 0.03793
C -0.41397 -3.06752 -3.36379
C -0.15920 -4.80761 -5.11542
C -5.14385 -1.89202 1.83586
H 0.70411 -7.97521 -8.36912
C 2.01512 5.01494 2.15936
C -1.53525 -2.86223 2.02388
H -6.10243 -2.38652 1.77127
H 4.41650 3.68545 -0.54983
H -0.65982 -7.00759 -6.55145
C -5.17761 -0.74095 0.82524
C 2.37440 -3.55132 -5.87202
C 3.43032 7.06835 2.44272
H 1.23690 -4.40074 3.15400
O -0.98753 -4.16753 1.77192
H 2.35431 -2.45448 1.08436
C 3.13488 5.76312 1.78962
C 1.34770 -3.85788 2.23414
C 2.51028 7.54001 3.51682
H -1.54985 -2.33548 1.07446
H 3.56825 -4.82886 -7.89501
C 3.74512 4.05814 0.21209
C 1.03140 -7.07376 -7.86851
H -6.20767 -0.41465 0.74752
C -2.89608 0.28559 1.13685
C 1.94446 9.18766 5.16860
O -1.22235 -5.31443 -4.82387
H -0.53159 -1.55280 -1.85611
C 0.68594 -5.38096 -6.20147
H 4.85454 5.86886 0.52032
C 0.26531 -6.53501 -6.84966
C 1.77487 3.78653 1.56112
C 0.51042 7.28527 4.84010
C 0.05204 -1.96641 -2.66734
H -4.53931 -3.91428 1.66172
C 2.64483 -5.30989 -7.60522
H 1.63732 -0.54035 -2.44348
O 0.06461 4.88406 3.47709
H -1.35967 -3.52038 -3.10279
H 2.17202 10.10897 5.68770
C 2.63774 3.30613 0.59185
H -4.63986 1.30280 0.54933
C -2.91434 -2.96018 2.62625
O -1.08837 1.69975 1.29910
O -2.34053 0.64481 -0.13988
C 1.88524 -4.77149 -6.57454
H 3.68548 9.28211 3.91937
O 4.39294 7.72883 2.11408